1.
ORCA calculation (ωB97M-V/def2-TZVPD) on one molecule with the formula C3H2N2O3 at a distorted geometry.

Each atom is followed by the atoms it is bonded to, with distances in Å.
Cartesian coordinates (Å):
1 C -1.12605 -0.73148 -0.13512  C2 1.254, H5 1.090, O8 1.340
2 C 0.07639 -0.40780 -0.27924  C1 1.254, C3 1.530, O9 1.487
3 C 0.73429 0.97283 -0.22115  C2 1.530, N7 1.573, O10 1.140
4 H -1.90236 1.09851 0.25149  O8 1.033
5 H -1.71424 -1.61129 0.12561  C1 1.090
6 N 2.34186 -0.59273 0.12673  N7 1.195, O9 1.546
7 N 2.20355 0.59234 0.19194  C3 1.573, N6 1.195
8 O -2.13005 0.09323 0.19091  C1 1.340, H4 1.033
9 O 1.09922 -1.47686 -0.12570  C2 1.487, N6 1.546
10 O 0.41739 2.06325 -0.12547  C3 1.140

## Properties
HOMO energy: -9.94 eV
SMILES: O=C1N=NO/C1=C/O
ΔE to the lowest compared entry with this formula, charge and spin: 546.5 kJ/mol
frontier orbital gap: 9.31 eV


2.
ORCA calculation (ωB97M-V/def2-TZVPD) on one molecule with the formula C3H2N2OS at a distorted geometry.

Each atom is followed by the atoms it is bonded to, with distances in Å.
Cartesian coordinates (Å):
1 C 1.13110 -0.66695 0.84916  C2 1.455, H4 1.079, S9 1.595
2 C 0.23157 0.06476 -0.02904  C1 1.455, C3 1.384, N7 1.430
3 C -1.09875 -0.16057 -0.33518  C2 1.384, H5 1.107, O8 1.325
4 H 2.10115 -0.20531 0.95026  C1 1.079
5 H -1.89158 -0.87879 -0.05179  C3 1.107
6 N -0.46223 1.75175 -1.22886  N7 1.274, O8 1.376
7 N 0.58854 1.28901 -0.67673  C2 1.430, N6 1.274
8 O -1.48981 0.84577 -1.10325  C3 1.325, N6 1.376
9 S 0.89000 -2.03968 1.62542  C1 1.595

## Properties
HOMO energy: -9.26 eV
SMILES: S=Cc1conn1
ΔE to the lowest compared entry with this formula, charge and spin: 198.5 kJ/mol
frontier orbital gap: 8.17 eV


3.
ORCA calculation (ωB97M-V/def2-TZVPD) on one molecule with the formula C3H2N2OS at a distorted geometry.

Each atom is followed by the atoms it is bonded to, with distances in Å.
Cartesian coordinates (Å):
1 C -0.39564 -0.47169 1.15181  N6 1.326, N7 1.324, S9 1.717
2 C 1.26122 -0.05640 -0.37020  H4 1.057, N6 1.332, O8 1.403
3 C -0.79960 0.71946 -0.75735  H5 1.076, N7 1.283, O8 1.290
4 H 2.21439 -0.22716 -0.79449  C2 1.057
5 H -1.33368 1.40975 -1.38582  C3 1.076
6 N 0.83843 -0.69364 0.72059  C1 1.326, C2 1.332
7 N -1.16672 0.29646 0.39749  C1 1.324, C3 1.283
8 O 0.39970 0.64442 -1.22771  C2 1.403, C3 1.290
9 S -1.01811 -1.62118 2.26568  C1 1.717

## Properties
HOMO energy: -8.43 eV
SMILES: S=c1ncocn1
ΔE to the lowest compared entry with this formula, charge and spin: 161.7 kJ/mol
frontier orbital gap: 7.32 eV


4.
ORCA calculation (ωB97M-V/def2-TZVPD) on a 2-piece molecular cluster, C3H2N4O overall at a distorted geometry.

Each atom is followed by the atoms it is bonded to, with distances in Å.
Cartesian coordinates (Å):
1 C 0.25963 0.99709 0.85379  N4 1.171, H9 1.033
2 C 1.66126 -0.90342 0.27673  N4 1.264, N5 1.238
3 C -1.85287 0.52774 -0.74226  N7 1.179, O8 1.180
4 N 0.91419 0.04951 0.64008  C1 1.171, C2 1.264
5 N 2.67663 -1.13813 -0.39240  C2 1.238, N6 1.126
6 N 3.53878 -1.59582 -0.95372  N5 1.126
7 N -2.46104 0.28347 0.23780  C3 1.179, H10 0.951
8 O -1.10419 0.87734 -1.58469  C3 1.180
9 H -0.65724 1.36934 1.15039  C1 1.033
10 H -2.97516 -0.46713 0.51429  N7 0.951

## Properties
HOMO energy (alpha / beta): -7.85 / -7.85 eV
ΔE to the lowest compared entry with this formula, charge and spin: 371.7 kJ/mol
frontier orbital gap (alpha / beta): 7.99 / 7.99 eV


5.
ORCA calculation (ωB97M-V/def2-TZVPD) on an isolated ion of composition C3H2NO3 and charge -1 at a distorted geometry.

Each atom is followed by the atoms it is bonded to, with distances in Å.
Cartesian coordinates (Å):
1 C -0.74004 1.32443 -0.47256  C3 1.464, O5 1.205
2 C -0.98273 -0.52648 -2.49729  N4 1.249, O6 1.197, O7 1.606
3 C -0.07259 0.04230 -0.24252  C1 1.464, O7 1.377, H8 1.108, H9 1.119
4 N -1.22568 0.69852 -2.50423  C2 1.249
5 O -1.17287 2.31655 0.05723  C1 1.205
6 O -1.28843 -1.43252 -3.21752  C2 1.197
7 O -0.05242 -0.90310 -1.24325  C2 1.606, C3 1.377
8 H 1.01973 0.02358 -0.05565  C3 1.108
9 H -0.56714 -0.37913 0.66791  C3 1.119

## Properties
HOMO energy (alpha / beta): -3.56 / -3.56 eV
ΔE to the lowest compared entry with this formula, charge and spin: 366.0 kJ/mol
total charge: -1
frontier orbital gap (alpha / beta): 7.39 / 7.39 eV


6.
ORCA calculation (ωB97M-V/def2-TZVPD) on a 2-piece molecular cluster, C3H2NO3 overall at a distorted geometry.

Each atom is followed by the atoms it is bonded to, with distances in Å.
Cartesian coordinates (Å):
1 C 1.27089 0.76509 -0.61298  N4 1.275, O5 1.191, H8 1.182
2 C 0.03153 -0.51125 0.73048  N4 1.324, O6 1.221, H9 1.134
3 C -2.23851 -1.28857 -0.14847  O7 1.186
4 N 0.41943 -0.17634 -0.49085  C1 1.275, C2 1.324
5 O 1.78892 1.47934 0.18722  C1 1.191
6 O -0.75646 -1.37855 1.07300  C2 1.221
7 O -2.46168 -0.14514 -0.36812  C3 1.186
8 H 1.45221 0.97036 -1.76245  C1 1.182
9 H 0.49366 0.28506 1.39217  C2 1.134

## Properties
HOMO energy: -4.29 eV
ΔE to the lowest compared entry with this formula, charge and spin: 193.9 kJ/mol
total charge: -1
frontier orbital gap: 8.62 eV


| no. | M (Da) |
| --- | --- |
| 1 | 114.06 |
| 2 | 114.13 |
| 3 | 114.13 |
| 4 | 110.08 |
| 5 | 100.05 |
| 6 | 100.05 |